Entry 1:
15
Properties=species:S:1:pos:R:3 method="wB97M-V/def2-TZVPD" e_above_lowest_kj_mol=478.1 charge=+1 gap_ha=0.3388 e_homo_ev=-14.173
Br 2.25571 0.55219 1.21450
N -1.74252 0.80205 0.76661
N 0.13475 0.62190 -0.52127
C -0.66978 0.53975 1.63289
C 0.53153 -0.48044 -1.52712
C -1.32453 0.88295 -0.41470
C 0.47600 0.34194 0.93442
H 1.19384 -0.17704 -2.44733
H 0.05847 -2.16888 1.25023
H 0.80968 -1.87127 1.16336
H -0.71292 0.46809 2.74743
H -1.97349 1.11221 -1.16036
H 0.78904 -1.25232 -0.81529
H 0.51698 1.46859 -0.89675
H -0.34276 -0.83973 -1.92662


Entry 2:
19
Properties=species:S:1:pos:R:3 method="wB97M-V/def2-TZVPD" e_above_lowest_kj_mol=0.0 charge=-2 gap_ha=0.2381 e_homo_ev=-2.377
Cl 3.48899 -0.99833 -1.52837
Cl -13.13467 0.09634 1.86994
P 2.15209 -1.43723 1.82548
O 1.75913 -2.56192 2.70853
O 1.80276 -0.05644 2.20128
O 3.81663 -1.53922 1.54905
N 1.42487 -1.78195 0.20698
C 1.87962 -1.68643 -0.92183
C -0.63819 1.23670 -1.18984
C -1.49267 1.52056 -2.16625
C -0.74062 1.28920 0.32833
H -0.60745 2.26361 0.75930
H 1.33760 -1.92186 -1.82943
H -2.46509 1.96920 -1.84261
H 4.18043 -0.64920 1.23322
H 0.40418 0.86907 -1.39598
H -1.74396 1.15515 0.81187
H -0.09833 0.60376 0.68832
H -1.32531 1.62900 -3.30802


| no. | maximum force (eV Å⁻¹) |
| --- | --- |
| 1 | 3.1 |
| 2 | 4.6 |